{"formula": "C56H108F14N15O32S14", "method": "wB97M-V/def2-TZVPD", "species": ["C", "C", "N", "C", "C", "C", "C", "C", "O", "C", "H", "H", "H", "H", "H", "H", "H", "H", "H", "H", "H", "H", "H", "H", "H", "H", "H", "H", "H", "H", "C", "C", "N", "C", "C", "C", "C", "C", "O", "C", "H", "H", "H", "H", "H", "H", "H", "H", "H", "H", "H", "H", "H", "H", "H", "H", "H", "H", "H", "H", "C", "C", "N", "C", "C", "C", "C", "C", "O", "C", "H", "H", "H", "H", "H", "H", "H", "H", "H", "H", "H", "H", "H", "H", "H", "H", "H", "H", "H", "H", "C", "C", "N", "C", "C", "C", "C", "C", "O", "C", "H", "H", "H", "H", "H", "H", "H", "H", "H", "H", "H", "H", "H", "H", "H", "H", "H", "H", "H", "H", "C", "N", "C", "C", "C", "C", "C", "C", "C", "C", "N", "C", "C", "C", "H", "H", "H", "H", "H", "H", "H", "H", "H", "H", "H", "H", "H", "H", "C", "N", "C", "C", "C", "C", "C", "C", "C", "C", "N", "C", "C", "C", "H", "H", "H", "H", "H", "H", "H", "H", "H", "H", "H", "H", "H", "H", "N", "S", "O", "O", "F", "S", "O", "O", "F", "N", "S", "O", "O", "F", "S", "O", "O", "F", "N", "S", "O", "O", "F", "S", "O", "O", "F", "N", "S", "O", "O", "F", "S", "O", "O", "F", "N", "S", "O", "O", "F", "S", "O", "O", "F", "N", "S", "O", "O", "F", "S", "O", "O", "F", "N", "S", "O", "O", "F", "S", "O", "O", "F"], "positions_angstrom": [[-1.40394, -0.83869, -6.96594], [-0.53885, -1.83548, -6.10882], [0.00832, -3.00519, -6.92740], [0.72626, -3.97149, -5.90969], [-1.14134, -3.80551, -7.58012], [-2.20818, -4.26725, -6.55653], [1.02082, -2.48278, -7.95880], [1.72558, -3.49122, -8.82364], [0.88554, -4.36076, -9.54753], [1.55829, -5.11530, -10.57665], [-2.21953, -1.35395, -7.47333], [-0.75005, -0.34409, -7.68420], [-1.80300, -0.09366, -6.27762], [-1.07225, -2.32887, -5.29632], [0.34175, -1.27020, -5.80367], [0.80534, -4.94074, -6.40202], [0.13606, -4.06040, -4.99763], [1.68095, -3.60789, -5.52961], [-0.72771, -4.76603, -7.88736], [-1.56914, -3.34230, -8.46924], [-2.73385, -5.13318, -6.95894], [-2.96226, -3.50843, -6.34761], [-1.74620, -4.62098, -5.63482], [1.75000, -1.97868, -7.32454], [0.47841, -1.85688, -8.66743], [2.55475, -3.90510, -8.24980], [2.26545, -2.93126, -9.58724], [2.37989, -5.65064, -10.10074], [1.98815, -4.37028, -11.24619], [0.91014, -5.77372, -11.15498], [5.86855, 3.56264, -5.38875], [5.47086, 2.97906, -3.94531], [5.51064, 3.99494, -2.70096], [4.57361, 5.20465, -2.97682], [4.97192, 3.21492, -1.47907], [3.54983, 2.54606, -1.66315], [7.02230, 4.43258, -2.51667], [7.42319, 4.92160, -1.17999], [7.45735, 3.86807, -0.23339], [8.02311, 4.17893, 1.02378], [6.89488, 3.92965, -5.37953], [5.21978, 4.38595, -5.68768], [5.81548, 2.82054, -6.18535], [6.05992, 2.12660, -3.60707], [4.46604, 2.56973, -4.04965], [5.01222, 5.76069, -3.80540], [4.50705, 5.75405, -2.03777], [3.66590, 4.79564, -3.42052], [4.98093, 3.98005, -0.70279], [5.70941, 2.45357, -1.22502], [2.87005, 3.34499, -1.95933], [3.21172, 2.19559, -0.68799], [3.47837, 1.75992, -2.41480], [7.25027, 5.12434, -3.32759], [7.53186, 3.49130, -2.72271], [6.78385, 5.72590, -0.81605], [8.34780, 5.48629, -1.29964], [7.78374, 5.19439, 1.33944], [9.11258, 4.18748, 0.99102], [7.74944, 3.34398, 1.66882], [1.18271, -4.07132, 10.68134], [-0.32807, -4.21684, 10.26383], [-0.56104, -4.00965, 8.74733], [-2.09212, -4.39269, 8.52146], [-0.56505, -2.44940, 8.29050], [0.82046, -1.81776, 8.18865], [0.34218, -5.05755, 8.01211], [0.06863, -5.34665, 6.50638], [0.01626, -4.11570, 5.77739], [-0.69779, -4.23210, 4.55148], [1.75277, -4.97540, 10.46740], [1.30275, -3.87187, 11.74619], [1.71950, -3.31907, 10.10335], [-1.00680, -3.60478, 10.85780], [-0.62781, -5.23771, 10.50066], [-2.41853, -4.23848, 7.49298], [-2.72214, -3.84206, 9.22002], [-2.11827, -5.42317, 8.87575], [-1.25326, -1.91721, 8.94719], [-1.06026, -2.44149, 7.31951], [0.67455, -0.87123, 7.66816], [1.38452, -2.44527, 7.49862], [1.29563, -1.43238, 9.09075], [0.39257, -5.97840, 8.59314], [1.38331, -4.73505, 8.00011], [-0.89903, -5.84837, 6.50609], [0.74919, -6.09350, 6.09755], [-0.54188, -5.22178, 4.12214], [-0.41116, -3.41591, 3.88833], [-1.76434, -4.19387, 4.77312], [5.31793, -2.77533, 1.19663], [5.27743, -1.78148, 2.31779], [4.52244, -0.39438, 2.11887], [4.66162, 0.37751, 3.48703], [5.21581, 0.34302, 0.93554], [6.69533, 0.44979, 1.01768], [3.00885, -0.52921, 1.67621], [2.13433, -1.19488, 2.66002], [1.88490, -0.21472, 3.64433], [1.26898, -0.69890, 4.79375], [5.22197, -2.26659, 0.23743], [4.47990, -3.45868, 1.33396], [6.14194, -3.46978, 1.03276], [6.26318, -1.58838, 2.74100], [4.70058, -2.26014, 3.10915], [4.28702, -0.32924, 4.22749], [3.97019, 1.21933, 3.45040], [5.69923, 0.52077, 3.78862], [4.81936, 1.35791, 0.90524], [5.16144, -0.11127, -0.05378], [7.12017, 1.16380, 0.31213], [7.21881, -0.50480, 1.07082], [6.98605, 0.92594, 1.95410], [3.16350, -1.19869, 0.83006], [2.78345, 0.51276, 1.44903], [2.55801, -2.09541, 3.10456], [1.26407, -1.64798, 2.18520], [1.10401, 0.20507, 5.38004], [1.84596, -1.42925, 5.36100], [0.26441, -1.10137, 4.66359], [1.19651, 3.60088, -5.75691], [0.42042, 3.05785, -4.59084], [-0.10476, 1.80647, -4.68761], [-0.63546, 1.26360, -3.51829], [-0.64332, 1.90912, -2.28168], [-0.09050, 3.20644, -2.28057], [0.43144, 3.82452, -3.42599], [-1.14168, 1.32319, -1.01358], [-2.15195, 0.37705, -1.03882], [-2.43300, -0.25684, 0.16023], [-1.85883, 0.03649, 1.32961], [-0.86151, 0.90757, 1.37957], [-0.53593, 1.62642, 0.23009], [-2.26666, -0.75049, 2.51658], [1.26877, 2.80832, -6.50171], [2.17549, 3.87446, -5.36341], [0.58940, 4.43760, -6.10248], [0.07677, 1.24627, -5.59295], [-0.89425, 0.21511, -3.52848], [-0.30847, 3.82175, -1.42018], [0.82605, 4.82408, -3.53353], [-2.67037, 0.23311, -1.97527], [-3.26111, -0.95011, 0.16014], [-0.50871, 1.18816, 2.36101], [0.27919, 2.33306, 0.17861], [-3.34429, -0.91086, 2.54959], [-1.93119, -0.21448, 3.40442], [-1.69274, -1.67688, 2.53898], [-7.81500, -3.42872, 7.30466], [-7.61287, -2.66605, 6.09221], [-6.52546, -1.79686, 5.97566], [-6.22495, -1.18090, 4.74661], [-7.11876, -1.41768, 3.65609], [-8.23196, -2.29310, 3.84802], [-8.46547, -2.83051, 5.08303], [-6.89497, -0.77749, 2.34142], [-6.64533, 0.64656, 2.21613], [-6.45982, 1.19098, 0.95511], [-6.47155, 0.38723, -0.13655], [-6.64940, -0.98001, -0.06853], [-6.82128, -1.57873, 1.16830], [-6.34783, 0.93221, -1.53941], [-8.74606, -3.06574, 7.73993], [-7.00811, -3.24441, 8.01392], [-7.97544, -4.47844, 7.05879], [-5.90309, -1.79109, 6.85827], [-5.33650, -0.58369, 4.60376], [-8.96399, -2.46417, 3.07260], [-9.34718, -3.43168, 5.24912], [-6.83819, 1.19126, 3.12854], [-6.43725, 2.24774, 0.73345], [-6.57343, -1.39435, -1.06299], [-7.08427, -2.62414, 1.23412], [-6.53543, 2.00594, -1.53656], [-7.06219, 0.44476, -2.20288], [-5.32998, 0.81203, -1.91039], [-5.40065, 3.90640, -0.76530], [-4.08986, 4.24720, -0.45955], [-3.84348, 4.86710, 0.85679], [-3.20627, 4.60914, -1.54294], [-3.78243, 2.68937, -0.32216], [-5.85930, 5.45566, -1.30435], [-5.63739, 5.80185, -2.69726], [-5.93862, 6.49115, -0.30706], [-7.44253, 5.10614, -1.44186], [-3.80275, -5.77533, 4.28305], [-4.92180, -5.86886, 5.39411], [-5.76597, -7.04073, 5.16405], [-5.46797, -4.65827, 6.03095], [-3.86033, -6.39225, 6.52650], [-4.60372, -4.60111, 3.29611], [-4.12645, -3.24578, 3.42709], [-6.02362, -4.83666, 2.94712], [-3.98547, -5.02991, 1.87678], [-1.29753, 2.55284, 4.24451], [-2.51581, 3.14034, 3.60466], [-3.39671, 4.16674, 4.24765], [-3.23906, 2.27036, 2.70794], [-1.70578, 3.98010, 2.51031], [-2.17000, 1.96425, 5.64777], [-3.45881, 1.28870, 5.34383], [-2.06182, 2.84992, 6.74742], [-1.16921, 0.75775, 6.13117], [2.10559, 0.48400, -6.81940], [2.91564, 0.72161, -8.00488], [3.66035, -0.34117, -8.68059], [3.43421, 2.09533, -8.22712], [1.63531, 0.75926, -9.02333], [3.44683, -0.07194, -5.93909], [4.81257, 0.47165, -6.10553], [3.33756, -1.51716, -5.61980], [2.98447, 0.59797, -4.56314], [-4.43669, -1.78760, -2.38108], [-4.79022, -1.92828, -3.85369], [-5.70445, -2.93099, -4.31135], [-3.78949, -1.47969, -4.84564], [-5.81258, -0.67935, -3.94913], [-3.25008, -2.98061, -2.48857], [-1.94425, -2.55556, -2.89700], [-3.67780, -4.28462, -2.96774], [-3.14070, -3.13403, -0.90276], [2.05615, 6.89879, -4.49818], [2.57731, 7.17031, -5.94478], [2.97011, 8.56627, -6.21380], [1.87422, 6.51368, -7.00761], [4.00063, 6.32701, -5.85125], [0.54197, 7.48763, -4.71246], [-0.48459, 6.55484, -4.98635], [0.45317, 8.87826, -5.08882], [0.30179, 7.56938, -3.05937], [3.53414, 5.29231, 0.91800], [3.35985, 4.43784, 2.01214], [3.26702, 2.97656, 1.68007], [2.67412, 4.84168, 3.24526], [4.89026, 4.50845, 2.52924], [1.97067, 5.71864, 0.71693], [1.61965, 7.00011, 1.25565], [1.03579, 4.61247, 0.70131], [2.12084, 5.98612, -0.88411]], "forces_ev_per_a": [[0.85, -1.10, 0.78], [-0.39, 0.39, -1.47], [0.27, -1.02, 0.39], [-0.67, 0.51, -0.53], [-0.17, -1.50, 1.17], [-0.04, 0.64, -0.31], [-1.08, -0.47, 0.01], [1.01, -0.04, -0.80], [-0.81, -0.91, 0.43], [0.73, 1.29, 0.71], [-0.04, 0.22, 0.12], [-0.15, 0.06, -0.07], [-0.20, -0.10, -0.10], [-0.09, 0.59, 0.09], [0.04, -0.31, 0.50], [0.20, 0.16, 0.09], [-0.39, -0.01, -0.37], [0.12, 0.41, -0.82], [0.56, 0.54, -0.41], [0.36, 0.45, 0.30], [0.05, 0.08, -0.21], [0.11, 0.02, 0.25], [-0.14, 0.17, 0.03], [-0.01, 0.26, -0.59], [-0.10, 0.46, 0.59], [-0.15, -1.13, 0.14], [0.16, 0.72, 0.12], [0.01, -0.37, -0.22], [0.18, -0.13, -0.36], [-0.29, 0.18, 0.57], [0.24, 0.05, 1.76], [0.04, 1.00, -0.90], [-0.40, -0.72, -1.49], [1.42, -1.27, -0.49], [-0.40, -0.19, -0.65], [0.93, 1.46, -0.09], [-1.59, -1.57, -0.88], [-0.29, 0.93, 1.06], [0.18, -0.03, -0.79], [0.74, 0.07, -0.33], [0.03, 0.05, 0.02], [-0.08, -0.06, 0.19], [-0.23, -0.33, 0.44], [0.39, 0.19, -0.20], [-0.11, 0.50, 0.35], [0.16, 0.26, 0.39], [-0.47, 0.06, -0.33], [-0.25, 0.23, 0.70], [-0.36, -0.38, 0.22], [0.12, 0.16, -0.14], [-0.24, -0.09, 0.10], [0.13, 0.05, 0.02], [0.34, -0.05, 0.18], [-0.21, 0.09, 0.21], [0.29, 0.10, 0.03], [-0.64, 0.03, 0.10], [0.69, -0.53, 0.02], [-0.71, -0.24, 0.46], [0.31, -0.18, -0.33], [-0.32, 0.59, 0.35], [-0.44, -0.10, -0.67], [1.46, -0.06, -0.11], [-2.10, 0.19, -0.12], [1.65, -0.54, 0.90], [0.84, -0.98, 0.28], [-0.97, 0.48, -0.65], [1.05, 1.06, -1.20], [-1.90, 0.71, 1.11], [0.80, -0.59, 0.71], [-0.56, -0.49, 0.47], [-0.30, -0.25, 0.11], [-0.26, 0.10, -0.11], [-0.33, 0.29, 0.26], [0.16, 0.50, -0.46], [-0.08, -0.08, -0.33], [0.33, -0.19, 0.13], [0.34, 0.38, -0.12], [-0.37, -0.14, -0.61], [0.20, -0.38, 0.49], [0.36, -0.32, -0.02], [-0.26, 0.02, -0.41], [0.59, 0.14, 0.46], [0.10, -0.95, 0.18], [-0.69, 0.05, 0.03], [-0.12, 0.72, 0.58], [-0.42, 0.05, -0.51], [0.54, 0.27, 0.12], [0.28, 0.12, -0.41], [0.10, -0.18, 0.06], [-0.17, 0.22, -0.20], [-1.07, -0.14, -1.41], [-0.62, 0.39, 1.48], [1.57, -0.62, -0.39], [-0.69, -1.46, -0.88], [0.19, 0.70, 0.05], [1.42, 0.50, 2.29], [2.86, -0.70, -0.43], [-0.05, 0.30, 1.06], [-0.38, -0.81, -0.77], [-0.72, 0.95, 1.04], [-0.19, -0.14, -0.18], [-0.27, 0.13, -0.43], [0.60, 0.58, 0.80], [-0.18, 0.52, -0.14], [0.14, 0.28, 0.26], [-0.23, 0.03, -0.11], [0.58, 0.30, -0.09], [-0.05, 0.52, -0.74], [-0.49, -0.14, 0.10], [-1.62, -0.60, 0.28], [-0.23, -0.45, -0.55], [0.04, 0.01, -0.72], [0.00, 0.11, 0.34], [-0.55, 0.46, -0.48], [-0.58, -0.18, -0.17], [0.69, -0.09, 0.24], [-0.65, 0.64, -0.29], [0.14, -0.20, 0.36], [0.39, -0.11, -0.14], [-0.14, -0.26, -0.53], [-1.02, -0.23, 0.48], [0.78, 0.13, 0.44], [0.55, 1.42, 2.26], [0.11, -1.22, 0.05], [0.86, 1.68, -0.95], [-0.89, 1.02, -0.36], [-1.18, -2.93, -0.85], [0.58, -0.24, 0.51], [0.63, 0.33, 0.78], [-1.59, 0.12, -1.26], [-0.34, -1.27, -0.36], [-0.07, 2.07, -0.54], [0.31, -0.77, -0.99], [0.77, 0.43, 0.51], [0.11, 0.31, 0.05], [-0.11, 0.24, -0.39], [0.59, 0.24, -0.27], [-0.21, 0.20, -0.08], [-0.42, -0.17, -0.28], [0.59, 0.25, 0.27], [-0.01, 0.15, 0.22], [-0.30, -0.61, 0.25], [0.12, -0.26, 0.36], [0.35, -0.12, 0.06], [0.04, 0.23, 0.73], [0.29, 0.01, -0.17], [-0.38, 0.31, -0.09], [-0.38, -0.26, -0.37], [-0.91, 0.09, 0.82], [1.91, 1.87, -0.71], [-0.90, -1.38, -1.24], [-1.71, -0.98, 0.21], [-0.33, -0.64, 1.09], [1.03, 1.52, -0.20], [0.00, -0.31, -0.43], [1.33, 1.35, -1.72], [-1.04, -2.69, 0.36], [-0.53, -0.51, -0.46], [-0.09, -0.92, -0.27], [0.62, 2.02, 0.67], [-0.88, 0.59, 0.33], [0.01, 0.77, 0.36], [0.01, 0.01, 0.24], [-0.06, -0.32, -0.28], [0.52, 0.08, 0.07], [0.11, 0.30, -0.16], [0.04, 0.18, 0.26], [0.12, 0.01, -0.13], [0.11, -0.19, 0.21], [0.54, 0.70, -0.27], [0.38, 0.23, 0.16], [-0.21, -0.79, 0.29], [0.40, -0.22, -0.08], [-0.07, -0.10, 0.25], [0.15, -0.14, 0.31], [-0.09, -0.28, 0.22], [-12.58, 1.99, -4.20], [14.09, 1.60, 5.98], [-0.28, -1.42, -2.83], [-0.18, 0.28, 0.43], [1.87, -2.08, 1.07], [-5.73, 2.31, -2.41], [1.11, -1.03, 2.09], [1.25, -1.30, -0.63], [0.40, -0.77, 0.46], [-2.13, 3.86, -2.10], [-0.91, -3.68, 2.73], [0.80, 2.57, 0.84], [0.75, -1.38, -1.29], [-0.59, 0.34, -0.12], [-0.48, -1.33, -3.76], [-0.28, -0.68, 0.75], [2.34, 0.73, 2.03], [0.55, 0.00, 1.06], [0.75, -3.38, 5.59], [-6.06, 6.81, -6.12], [2.86, -3.06, -0.40], [-0.07, -1.15, 0.46], [0.26, -0.07, 0.70], [-0.17, -1.00, 0.15], [3.02, 0.89, 0.76], [-0.27, -0.07, -0.15], [-0.43, 0.20, -0.90], [0.48, -2.43, 6.90], [2.71, 5.34, -13.91], [-0.49, 0.46, 2.32], [-0.76, -2.95, 1.61], [-0.16, 0.02, 0.49], [1.70, -2.87, 4.19], [-3.45, -0.88, -0.10], [-0.09, 3.00, -1.19], [-0.13, 0.16, 0.03], [2.79, -2.24, 1.28], [-4.18, 3.56, -8.32], [0.92, -0.59, 0.94], [-0.55, -1.23, 2.14], [0.31, 0.38, 0.77], [0.90, -2.46, 2.31], [-0.37, 0.52, 0.30], [0.37, 2.11, 0.76], [0.13, -0.04, -0.23], [-1.30, -0.11, -0.86], [3.70, 3.06, -3.18], [-0.24, -3.23, 0.80], [-0.06, -0.38, 0.38], [-0.85, 0.45, 0.26], [-1.56, 2.91, 5.80], [-0.10, -1.09, -1.47], [0.15, -2.09, -0.38], [0.43, 0.03, -1.27], [-1.57, 6.30, -7.31], [2.10, -10.05, 12.20], [-0.06, 1.90, 0.34], [0.31, -0.46, -2.67], [0.33, -0.36, -0.10], [-2.77, 2.98, -3.91], [0.69, -1.81, -0.26], [1.08, 0.75, 0.53], [0.11, -0.06, 0.88]], "lumo_ha": -0.16063, "mol_weight_g_mol": 2218.46, "homo_energy_ev": -10.16, "total_energy_ev": -337404.1992, "charge": 1, "spin_multiplicity": 1}